A molecular structure, C32H84BIN5O4PSSi2. Source: the Open Molecules 2025 dataset; level of theory: ωB97M-V/def2-TZVPD.

XYZ file:
```
131
Properties=species:S:1:pos:R:3:mulliken_charge:R:1
C -8.191 2.182 2.398 -1.3247
H 4.782 -7.193 -5.766 0.3537
C -4.592 0.667 6.549 -1.1764
H 4.968 -3.708 -7.296 0.2184
H 1.731 2.957 3.809 -0.0502
H 2.647 -2.910 -7.181 0.4458
C 5.347 5.143 3.404 -0.9858
B -3.016 -2.836 3.303 0.9762
H -4.894 0.688 3.592 0.4762
H -13.217 2.497 2.746 0.2274
H -3.182 2.105 1.922 0.2998
N 3.110 4.074 2.746 0.1328
C -10.570 1.339 3.968 -0.5036
H 1.728 2.314 1.177 0.3097
O -3.653 -0.567 1.282 0.1376
C 5.853 -0.718 -2.389 0.2050
H -2.525 -3.675 4.948 0.2859
O -2.057 -3.216 4.225 -0.5943
O -3.834 -3.821 2.857 -0.5684
H 3.387 -6.447 -6.462 0.4035
H 2.280 -4.032 -5.868 0.3329
H 4.205 3.503 5.495 0.2990
H 6.732 0.081 -0.548 0.2612
H -3.023 1.016 5.141 -0.0529
C 7.313 -4.874 -6.088 -1.1008
H 6.886 1.098 -5.028 0.4598
H -13.500 2.158 1.050 0.3970
H 7.013 -1.627 -0.808 0.4612
N 5.855 0.301 -3.424 0.2736
H -12.199 3.247 1.508 0.2749
H 0.944 -2.030 -1.079 0.3274
H -11.226 0.540 4.322 0.3653
C 4.475 -6.360 -6.403 -0.7388
H -3.842 -2.827 -0.026 -0.2188
C 7.063 0.379 -4.225 -0.3773
H -9.587 1.082 4.373 0.1185
C 3.544 2.835 4.946 -1.0889
N -10.502 1.262 2.519 0.0991
H 3.390 6.040 3.350 0.3520
H 5.906 -1.694 -2.878 -0.2231
C 5.048 -6.564 -7.812 -0.9607
H 7.926 0.758 -3.654 0.2576
H -8.126 2.493 3.442 0.2287
H 6.093 -6.869 -7.789 0.2792
C -11.007 2.667 4.601 -1.0064
H -1.758 3.084 1.916 0.5132
H 3.089 1.232 0.865 0.3816
C 3.644 3.052 1.865 -0.5512
C -3.703 0.203 5.363 -0.1500
H -9.590 1.974 0.809 0.4671
H 7.715 -1.697 -4.109 0.2753
H 4.498 -7.360 -8.319 0.3765
H 7.236 2.512 -2.404 0.2997
H -7.762 1.183 2.307 0.3148
H 8.310 -0.817 -5.507 0.4903
C -1.249 -1.830 0.062 -0.8344
H 1.394 -0.637 -0.135 0.1908
H 7.930 -0.446 -1.736 0.2463
C 2.591 3.599 4.016 -0.3330
C -2.208 2.213 2.383 -1.5458
C 2.660 1.926 1.590 -1.2326
H 4.964 -5.667 -8.427 0.2461
I -6.684 0.856 6.131 0.0516
C 6.193 2.464 -2.090 -0.9635
H 2.173 4.454 4.554 0.4269
C 2.902 -3.879 -6.750 -1.5392
C -9.619 2.215 1.875 -0.4522
H 0.507 -0.753 -3.020 0.3186
H -4.281 1.656 6.833 0.4576
H 4.581 2.614 2.246 0.2318
C 1.043 -0.249 -2.226 -1.1612
H 7.570 -5.807 -6.586 0.3386
H -0.816 -2.014 1.047 0.3841
H -10.721 2.683 5.655 0.3960
H -12.087 2.802 4.566 0.2955
H -1.244 0.006 3.918 0.4901
H 0.743 0.784 -2.126 0.3069
H 5.888 4.282 3.011 0.2705
H 4.354 1.460 -2.582 0.0204
H -4.044 0.827 -1.466 0.0500
H -7.575 2.870 1.817 0.4863
H 2.104 -0.341 -2.422 0.2875
H -10.538 3.527 4.122 0.2430
Si -3.113 -1.549 0.059 0.3406
H 6.156 2.107 -1.062 0.0920
H 5.927 6.034 3.156 0.3970
H 5.324 5.072 4.490 0.2387
C -12.718 2.331 1.792 -0.9728
Si -3.109 -0.895 2.846 -1.2525
C 4.379 -3.903 -6.386 -0.0138
H 5.161 2.175 -3.944 0.4457
H -5.139 -0.917 4.194 0.6771
C 7.444 -0.950 -4.856 -1.2913
N -1.519 -0.164 2.959 -0.0141
H 4.873 -0.708 -1.903 0.0843
H -4.521 -3.495 2.253 0.2954
H -1.074 -2.738 -0.524 0.7399
H -2.314 2.444 3.437 0.2943
C -4.381 -0.153 4.043 -0.7261
H -12.312 0.274 2.281 0.3541
H -9.995 3.249 1.949 0.2428
O -0.622 -0.743 -0.608 -0.2024
H 6.118 -4.186 -4.447 -0.0233
P -3.629 -0.464 -1.859 0.1002
C 6.948 -0.662 -1.314 -1.2355
S -5.054 -1.355 -2.865 -0.4292
H -11.564 0.817 0.809 0.4123
C 0.733 -0.971 -0.933 -0.2726
H -1.310 0.799 1.068 -0.2677
H -3.076 -0.628 5.668 0.3530
H 2.430 1.352 2.489 0.3001
C -11.778 1.120 1.838 -0.7041
N 4.787 -5.121 -5.711 0.0921
H 8.191 -4.570 -5.514 0.4290
H 5.808 3.486 -2.085 0.4275
C 6.118 -5.036 -5.138 -0.2299
H -0.281 1.363 2.336 -0.2267
H 2.647 -4.638 -7.490 0.3260
H 6.283 -5.916 -4.511 0.3212
H 2.964 2.283 5.690 0.4232
C -1.290 1.022 2.127 0.9569
H 7.139 -4.109 -6.845 0.2384
H 4.572 -3.067 -5.708 0.1850
H 6.625 -1.345 -5.459 0.1831
H 4.035 5.646 1.785 0.4117
H -4.444 -0.007 7.373 0.4037
H 4.156 2.111 4.407 0.2450
C 3.939 5.266 2.806 -0.6821
H -2.439 -0.227 -2.572 0.0145
H 3.891 3.527 0.912 0.4900
C 5.342 1.600 -3.030 -0.3523
```

Results
Largest force on an atom   1.15 eV/A
Kohn-Sham gap   8.3 eV
HOMO   -8.026 eV